Record 1
C48H94N12O14P2 | ωB97M-V/def2-TZVPD

Last column: Löwdin charge in e.
Positions of all 170 atoms, in Å:
C1 -0.0931 2.7074 -1.2694  -0.0917
N1 0.0320 1.6522 -0.2874  -0.2690
C2 1.1773 1.7326 0.6381  -0.1029
P1 -0.8247 0.2421 -0.4578  0.5544
O1 -1.9376 0.3425 -1.4214  -0.2511
N2 0.3006 -0.9518 -0.8608  -0.2939
C3 -0.1110 -2.3371 -0.6277  -0.0919
C4 1.1219 -0.7454 -2.0329  -0.1058
N3 -1.2229 -0.1693 1.1337  -0.2878
C5 -2.5440 0.1088 1.6700  -0.1106
C6 -0.2457 -0.6297 2.1103  -0.1275
H1 0.6126 3.5148 -1.0744  0.0654
H2 -1.0899 3.1470 -1.3221  0.0605
H3 0.2034 2.3664 -2.2687  0.0561
H4 1.7717 0.8268 0.5089  0.0607
H5 0.7828 1.8303 1.6476  0.0542
H6 1.8542 2.5634 0.4695  0.0541
H7 -1.0834 -2.5853 -1.0733  0.0791
H8 0.6195 -3.0684 -0.9589  0.0728
H9 -0.2212 -2.3880 0.4538  0.0503
H10 0.5077 -0.8239 -2.9443  0.0919
H11 1.5234 0.2658 -2.1607  0.0710
H12 1.9448 -1.4500 -1.9702  0.0561
H13 -2.9145 -0.5905 2.4199  0.0815
H14 -2.5248 1.1520 2.0086  0.0816
H15 -3.2593 0.0369 0.8445  0.0597
H16 -0.7455 -1.3419 2.7790  0.0764
H17 0.0055 0.1664 2.8245  0.0613
H18 0.6427 -1.0828 1.6865  0.0737
C7 -3.4292 -8.2986 0.5081  -0.1095
N4 -3.1701 -6.8997 0.2112  -0.3073
C8 -1.8114 -6.5408 -0.1498  -0.1288
P2 -4.3135 -5.7434 0.7018  0.5411
O2 -5.6582 -6.3399 0.8228  -0.2824
N5 -3.7414 -4.9922 2.1085  -0.3000
C9 -4.4924 -5.0905 3.3602  -0.0991
C10 -2.4374 -4.3635 2.1429  -0.1264
N6 -4.2273 -4.5285 -0.4424  -0.3040
C11 -4.8503 -3.2402 -0.2108  -0.1088
C12 -4.0132 -4.8257 -1.8629  -0.0895
H19 -2.6817 -8.9537 0.0710  0.0777
H20 -4.4261 -8.5692 0.1527  0.0739
H21 -3.4931 -8.4347 1.5963  0.0790
H22 -1.1940 -6.4014 0.7443  0.0638
H23 -1.7983 -5.5845 -0.6749  0.0594
H24 -1.2990 -7.2772 -0.7697  0.0864
H25 -4.9655 -6.0689 3.4346  0.0737
H26 -3.8089 -5.0326 4.2094  0.0786
H27 -5.2347 -4.2966 3.4466  0.0557
H28 -2.4320 -3.3931 2.6553  0.0700
H29 -1.6844 -4.9577 2.6693  0.0837
H30 -2.1164 -4.1507 1.1255  0.0542
H31 -4.2113 -2.4298 -0.5785  0.0647
H32 -5.8093 -3.1730 -0.7325  0.0943
H33 -5.0226 -3.0011 0.8385  0.0633
H34 -3.2636 -4.1289 -2.2427  0.0666
H35 -4.9539 -4.6019 -2.3799  0.0879
H36 -3.8213 -5.8862 -1.9918  0.0801
O3 -5.4326 -1.7660 -6.1070  0.1640
C13 -4.7787 -1.3525 -5.2062  -0.5767
O4 -4.7466 -1.9040 -3.9809  0.0634
C14 -3.7567 -1.2737 -3.1854  -0.1599
C15 -3.1667 -0.2164 -4.0886  -0.1410
O5 -3.9329 -0.3068 -5.2722  0.0812
H37 -4.2474 -0.8377 -2.3167  0.1141
H38 -2.9564 -1.9453 -2.8718  0.1038
H39 -2.0899 -0.3185 -4.2133  0.1229
H40 -3.3267 0.7322 -3.5725  0.1136
O6 0.8974 5.8833 -0.4007  0.1516
C16 0.8793 5.7212 0.7789  -0.5826
O7 1.5903 4.7837 1.4423  0.0247
C17 1.3364 4.9174 2.8369  -0.1189
C18 0.8163 6.3392 2.9327  -0.0964
O8 0.2079 6.4944 1.6410  0.0710
H41 0.5807 4.1794 3.1271  0.1342
H42 2.2418 4.7470 3.4120  0.1311
H43 1.6398 7.0347 3.1085  0.1411
H44 0.0508 6.5253 3.6800  0.1319
O9 1.2334 -5.0234 0.4273  0.1603
C19 2.3847 -5.1953 0.2099  -0.5566
O10 3.4146 -4.4911 0.7051  0.0570
C20 4.6252 -5.1983 0.4906  -0.1319
C21 4.2631 -6.2087 -0.5902  -0.1169
O11 2.8444 -6.2427 -0.5361  0.0631
H45 5.4552 -4.6356 0.0694  0.1213
H46 4.8712 -5.6555 1.4486  0.1364
H47 4.7394 -7.1702 -0.4158  0.1349
H48 4.5439 -5.8029 -1.5643  0.1308
O12 1.2130 5.6490 5.9855  0.1705
C22 1.0047 4.4832 5.9749  -0.5683
O13 -0.1800 3.9042 6.2866  0.0650
C23 -0.0185 2.4965 6.3774  -0.1162
C24 1.2987 2.2349 5.6684  -0.1214
O14 1.9088 3.5231 5.6103  0.0369
H49 -0.0342 2.1435 7.4075  0.1329
H50 -0.8475 2.0489 5.8269  0.1313
H51 1.2029 1.7282 4.7110  0.1052
H52 1.8872 1.6210 6.3516  0.1302
C25 5.3996 -1.9305 1.4903  -0.1108
C26 6.2405 -0.7997 2.0481  -0.2449
C27 5.6710 -0.2872 3.3796  -0.1740
C28 4.3694 0.3503 3.1517  -0.2158
N7 3.3786 0.8558 2.8713  0.1846
H53 5.2783 -2.7295 2.2278  0.0778
H54 5.8117 -2.2922 0.5482  0.0676
H55 4.3498 -1.7314 1.2546  0.0754
H56 6.3257 0.0591 1.3756  0.0949
H57 7.2938 -1.0660 2.1538  0.1118
H58 6.2918 0.4671 3.8626  0.1197
H59 5.4118 -1.1068 4.0560  0.1206
C29 6.8777 4.6881 -0.8674  -0.1087
C30 5.3803 4.7826 -0.7057  -0.2425
C31 4.8602 3.7040 0.2818  -0.1634
C32 4.9064 2.4067 -0.3972  -0.2223
N8 4.9329 1.3843 -0.9199  0.1928
H60 7.2459 5.5074 -1.4894  0.0764
H61 7.1650 3.7765 -1.3971  0.0748
H62 7.4315 4.7099 0.0711  0.0777
H63 4.8567 4.6785 -1.6557  0.1041
H64 5.0588 5.7445 -0.3007  0.1112
H65 3.7909 3.8750 0.4500  0.0920
H66 5.3207 3.6038 1.2626  0.1227
C33 -7.2366 1.8766 2.7837  -0.1100
C34 -6.2535 1.0781 1.9227  -0.2530
C35 -6.5076 -0.4369 1.8492  -0.1821
C36 -6.4398 -1.1892 3.0866  -0.2235
N9 -6.3883 -1.7816 4.0685  0.1557
H67 -6.8221 2.8652 2.9941  0.0695
H68 -7.4518 1.4808 3.7819  0.0718
H69 -8.2286 2.0181 2.3517  0.0747
H70 -5.2234 1.3315 2.1753  0.0914
H71 -6.4124 1.5475 0.9489  0.1011
H72 -5.7384 -0.8198 1.1738  0.0884
H73 -7.4632 -0.5127 1.3303  0.1290
C37 3.9026 -2.2745 -3.5398  -0.0951
C38 4.5339 -0.9455 -3.0628  -0.2828
C39 5.1333 -0.0700 -4.1607  -0.1871
C40 6.0641 -0.8099 -5.0139  -0.2354
N10 6.7709 -1.4581 -5.6476  0.1438
H74 3.0589 -2.0734 -4.1994  0.0778
H75 3.5154 -2.7897 -2.6603  0.0510
H76 4.6759 -2.8679 -4.0249  0.0666
H77 5.2776 -1.1564 -2.2899  0.0961
H78 3.8050 -0.3986 -2.4666  0.0502
H79 5.6468 0.7782 -3.7079  0.1041
H80 4.3534 0.3295 -4.8136  0.1096
C41 -4.2231 3.2855 -0.9530  -0.0993
C42 -3.5828 4.3992 -0.1520  -0.2523
C43 -3.2682 5.7201 -0.8840  -0.1776
C44 -2.5226 5.5789 -2.1332  -0.2392
N11 -1.9463 5.4343 -3.1165  0.1584
H81 -3.8397 3.1967 -1.9711  0.0708
H82 -5.3119 3.2975 -0.9953  0.0719
H83 -3.9270 2.3453 -0.4784  0.0530
H84 -2.6305 4.0593 0.2690  0.0918
H85 -4.1408 4.6468 0.7543  0.1071
H86 -2.6451 6.3691 -0.2624  0.1139
H87 -4.1761 6.2910 -1.0895  0.1202
C45 1.4999 2.3461 -4.7893  -0.0919
C46 2.5754 3.2973 -4.2389  -0.2725
C47 2.2257 4.7724 -4.3145  -0.1924
C48 1.9491 5.2309 -5.6734  -0.2249
N12 1.7703 5.5755 -6.7527  0.1481
H88 1.8638 1.3339 -4.6156  0.0564
H89 1.3774 2.5460 -5.8538  0.0770
H90 0.5415 2.5233 -4.3041  0.0610
H91 3.4995 3.1168 -4.7990  0.1066
H92 2.8297 3.0395 -3.2065  0.0915
H93 2.9898 5.3447 -3.7860  0.1117
H94 1.3322 4.9457 -3.7024  0.1127

Cartesian forces (eV/Å) of the 6 atoms listed first:
0.34 0.32 -0.92
0.32 0.59 -0.33
-0.56 -0.84 -0.21
1.18 -0.53 1.09
-0.46 0.30 0.29
-0.15 0.61 0.55

## Properties
Structure (SMILES): CN(C)P(=O)(N(C)C)N(C)C.CN(C)P(=O)(N(C)C)N(C)C.O=C1OCCO1.O=C1OCCO1.O=C1OCCO1.O=C1OCCO1.CCCC#N.CCCC#N.CCCC#N.CCCC#N.CCCC#N.CCCC#N
E_LUMO, eV: -0.225
Gap between HOMO and LUMO, eV: 7.864
Charge: 0
Maximum force, eV/A: 1.69



Record 2
C34H60BBrFN2O11PS2 | ωB97M-V/def2-TZVPD

Last column: Löwdin charge in e.
Positions of all 113 atoms, in Å:
C1 1.9802 2.5100 6.3380  -0.0031
C2 2.8405 2.2601 5.3469  -0.1780
C3 2.5606 2.4273 3.8691  -0.1547
C4 1.1978 1.8954 3.4080  -0.1924
O1 1.1226 0.5252 3.0791  -0.0792
C5 1.9599 0.0734 2.0263  -0.2484
C6 2.6451 -1.1904 2.5932  0.0084
B1 3.3376 -0.9213 3.9883  -0.6777
O2 4.7038 -0.7018 3.9764  0.1521
O3 2.6075 -0.8991 5.1483  0.1750
C7 1.1160 -0.2703 0.7159  -0.3348
C8 2.1568 -0.6793 -0.3195  -0.0850
C9 2.9389 0.5385 -0.8557  -0.3368
C10 4.3136 0.7170 -0.3103  -0.0631
O4 4.0400 0.2268 -1.6485  -0.0276
C11 0.3657 1.0579 0.4544  -0.1306
C12 -0.4069 1.4089 -0.8333  -0.6543
C13 -1.9369 1.2355 -0.5910  -0.1246
Br1 0.0401 0.5836 -2.5434  0.8423
O5 0.1522 -1.2146 1.1882  -0.0452
C14 -0.0872 -2.5195 0.6504  -0.3893
C15 1.0701 -3.5155 0.8203  -0.1495
C16 1.1299 -4.6941 -0.1504  -0.2199
C17 2.4718 -5.4651 -0.0950  -0.4064
S1 3.1515 -5.6196 1.5797  0.9652
C18 4.7436 -4.9108 1.5663  -1.1265
S2 5.5401 -4.6267 2.9370  0.7227
N1 5.2981 -4.6420 0.2844  -0.1763
C19 6.0983 -5.4771 -0.4508  -0.0763
C20 6.3522 -4.8263 -1.6169  -0.1376
N2 5.7452 -3.5958 -1.6054  0.0771
C21 5.1363 -3.5107 -0.4617  -0.1881
C22 -1.2273 -2.9722 1.6103  -0.1018
C23 -1.5499 -4.4519 1.7565  -0.1646
C24 -2.6123 -4.6072 2.8983  -0.0947
C25 -2.4841 -5.9554 3.5647  -0.5273
O6 -3.2138 -6.8731 3.2987  0.1167
O7 -1.4735 -6.1053 4.4571  0.1110
C26 -0.6428 -2.4029 -0.7864  -0.0813
C27 -1.6355 -3.4548 -1.2890  -0.3330
C28 -3.1079 -3.1539 -0.9922  -0.0137
F1 -1.5368 -3.3790 -2.7044  -0.0559
H1 1.2612 3.3221 6.3499  0.0635
H2 2.0386 1.8950 7.2306  0.0547
H3 3.8461 1.9471 5.6240  0.0979
H4 2.5650 3.5048 3.6518  0.1215
H5 3.4114 2.0230 3.3190  0.1050
H6 0.8328 2.5526 2.6109  0.1083
H7 0.5004 2.0526 4.2322  0.1238
H8 2.7520 0.7757 1.7599  0.1378
H9 1.8567 -1.9133 2.8039  0.1174
H10 3.4396 -1.5628 1.9478  0.0970
H11 5.0560 -0.6209 4.8688  0.0990
H12 3.1602 -0.8431 5.9338  0.1036
H13 1.7865 -1.1124 -1.2478  0.0850
H14 2.9717 -1.2989 0.0366  0.0741
H15 2.3830 1.4422 -1.0794  0.1155
H16 4.7421 -0.0667 0.3011  0.1098
H17 4.7309 1.7136 -0.3745  0.1134
H18 -0.3495 1.1373 1.2725  0.1240
H19 1.0913 1.8502 0.6445  0.1096
H20 -0.2918 2.4789 -0.9978  0.0732
H21 -2.3461 2.1647 -0.1999  0.0844
H22 -2.4167 0.9993 -1.5385  0.0505
H23 -2.0813 0.4014 0.0946  0.0641
H24 1.0765 -3.9221 1.8328  0.0881
H25 2.0450 -3.0316 0.7412  0.0885
H26 0.3326 -5.4228 0.0057  0.1010
H27 1.0275 -4.3843 -1.1929  0.1190
H28 3.2159 -5.0291 -0.7578  0.0733
H29 2.2796 -6.4682 -0.4763  0.0808
H30 6.4294 -6.4433 -0.1128  0.1227
H31 6.9384 -5.1929 -2.4415  0.0980
H32 4.5660 -2.6506 -0.1524  0.1120
H33 -0.9107 -2.6193 2.5969  0.1327
H34 -2.1364 -2.4046 1.3972  0.1244
H35 -0.7103 -5.0796 2.0601  0.1091
H36 -2.0162 -4.9299 0.8983  0.0999
H37 -3.5888 -4.5565 2.4201  0.1209
H38 -2.5737 -3.7661 3.5948  0.1231
H39 -1.0302 -5.2547 4.5639  0.1117
H40 0.1401 -2.3759 -1.5419  0.0969
H41 -1.1893 -1.4614 -0.8098  0.0876
H42 -1.3704 -4.4842 -1.0616  0.1186
H43 -3.5441 -3.8679 -0.2943  0.0733
H44 -3.6657 -3.2429 -1.9230  0.0877
H45 -3.2240 -2.1314 -0.6365  0.0761
C29 -7.5490 6.1733 -4.9228  -0.0811
C30 -6.7835 4.8687 -4.8099  -0.2735
O8 -5.3666 5.0774 -4.8461  -0.1821
P1 -4.6038 5.5915 -3.5285  0.4837
O9 -4.7332 4.5746 -2.4673  -0.2258
O10 -3.0586 5.4135 -4.0256  -0.2215
C31 -2.0783 4.7909 -3.1955  -0.2881
C32 -1.7714 3.3962 -3.6932  -0.0839
O11 -4.6531 7.1574 -3.8420  -0.1907
C33 -3.5621 8.0487 -3.5296  -0.2514
C34 -2.8638 8.4368 -4.8108  -0.0664
H46 -7.3929 6.7973 -4.0403  0.0692
H47 -8.6180 5.9822 -5.0217  0.0778
H48 -7.2083 6.7429 -5.7871  0.0816
H49 -7.0573 4.3296 -3.8992  0.1120
H50 -7.0177 4.2257 -5.6573  0.1180
H51 -2.3995 4.7734 -2.1535  0.1022
H52 -1.1780 5.4107 -3.2478  0.1183
H53 -2.6753 2.7865 -3.7238  0.0857
H54 -1.0398 2.8999 -3.0528  -0.0104
H55 -1.3742 3.4336 -4.7085  0.0848
H56 -2.8745 7.6030 -2.8121  0.1125
H57 -3.9962 8.9334 -3.0626  0.1183
H58 -2.4606 7.5625 -5.3181  0.0758
H59 -2.0496 9.1322 -4.6038  0.0817
H60 -3.5670 8.9116 -5.4959  0.0817

Cartesian forces (eV/Å) of the 6 atoms listed first:
0.42 -0.02 0.24
-0.18 0.03 -0.09
0.48 1.10 0.49
-0.08 0.51 0.31
0.09 0.55 -0.32
0.15 -1.40 0.06

## Properties
Structure (SMILES): C=CCCO[C@@H](CB(O)O)[C@](C[C@H]1CO1)(C[C@H](C)Br)O[C@@](CCCSC(=S)n1ccnc1)(CCCC(=O)O)C[C@@H](C)F.CCOP(=O)(OCC)OCC
E_LUMO, eV: -0.684
Gap between HOMO and LUMO, eV: 8.505
Charge: 0
Maximum force, eV/A: 5.34